ORCA calculation (ωB97M-V/def2-TZVPD) on a molecular structure, C28H50N10OS2Tc.

Each line ends with the Löwdin charge.
CARTESIAN COORDINATES (ANGSTROEM)
Tc: 0.864 -0.722 0.042  0.98
C: 3.044 -1.943 1.516  -0.05
N: 2.182 -3.047 1.877  -0.06
C: 2.747 -4.151 2.675  -0.04
C: 1.581 -5.137 2.740  -0.04
N: 0.549 -4.511 1.882  -0.03
C: -0.744 -5.212 1.798  0.02
C: 0.951 -3.325 1.464  -0.30
N: 0.235 -2.408 0.681  -0.10
C: -1.149 -2.722 0.218  -0.16
C: -1.847 -1.454 -0.222  -0.17
N: -0.852 -0.559 -0.854  -0.10
C: -1.188 0.347 -1.826  -0.31
N: -2.272 0.367 -2.587  -0.03
C: -3.412 -0.545 -2.721  0.02
C: -2.249 1.533 -3.497  -0.05
C: -0.954 2.249 -3.133  -0.07
N: -0.337 1.339 -2.149  -0.08
C: 0.696 1.920 -1.327  -0.05
H: 3.718 -1.743 2.351  0.13
H: 2.506 -0.981 1.413  -0.03
H: 3.639 -2.149 0.629  0.07
H: 3.050 -3.781 3.653  0.15
H: 3.623 -4.560 2.175  0.15
H: 1.185 -5.260 3.747  0.15
H: 1.829 -6.120 2.344  0.15
H: -0.573 -6.224 2.153  0.11
H: -1.105 -5.280 0.777  0.09
H: -1.489 -4.753 2.447  0.11
H: -1.742 -3.163 1.011  0.12
H: -1.094 -3.431 -0.612  0.12
H: -2.297 -0.953 0.642  0.13
H: -2.650 -1.730 -0.891  0.10
H: -4.045 -0.533 -1.836  0.11
H: -3.093 -1.557 -2.966  0.11
H: -4.011 -0.179 -3.551  0.11
H: -3.132 2.143 -3.322  0.15
H: -2.261 1.175 -4.526  0.14
H: -1.142 3.212 -2.662  0.13
H: -0.287 2.390 -3.982  0.14
H: 1.385 2.465 -1.974  0.13
H: 1.353 1.184 -0.835  -0.01
H: 0.291 2.612 -0.590  0.09
C: 0.551 4.116 5.335  -0.08
C: 1.478 3.116 4.655  -0.22
C: 1.562 3.303 3.146  -0.16
N: 0.239 3.113 2.495  0.09
C: -0.237 2.038 1.949  -0.64
S: 0.708 0.521 2.033  0.76
N: -1.456 1.968 1.390  0.12
C: -2.240 3.042 0.754  -0.34
O: -2.535 2.815 -0.391  0.13
C: -2.586 4.206 1.551  -0.18
C: -2.902 5.397 0.886  0.02
C: -3.293 6.503 1.616  -0.02
C: -3.397 6.418 3.001  0.00
C: -3.109 5.228 3.667  -0.03
C: -2.699 4.121 2.948  -0.05
H: 0.581 3.989 6.416  0.09
H: -0.489 3.987 5.028  0.05
H: 0.850 5.142 5.118  0.09
H: 1.170 2.088 4.875  0.11
H: 2.493 3.226 5.040  0.13
H: 2.265 2.613 2.684  0.09
H: 1.869 4.318 2.894  0.14
H: -0.412 3.899 2.574  0.15
H: -1.652 1.076 0.955  0.09
H: -2.836 5.443 -0.193  0.13
H: -3.529 7.430 1.112  0.13
H: -3.717 7.282 3.568  0.13
H: -3.227 5.167 4.741  0.13
H: -2.521 3.181 3.460  0.12
C: 2.290 0.010 -4.400  -0.03
N: 2.168 -1.446 -4.227  -0.16
C: 2.578 -2.218 -5.421  0.02
C: 1.949 -2.017 -3.062  -0.60
S: 2.442 -1.066 -1.632  0.76
N: 1.497 -3.266 -2.947  -0.17
C: 0.669 -3.900 -3.988  0.00
C: 1.832 -4.163 -1.842  -0.03
H: 1.943 0.252 -5.402  0.11
H: 3.330 0.318 -4.304  0.12
H: 1.674 0.532 -3.673  0.04
H: 3.410 -1.684 -5.876  0.12
H: 1.768 -2.289 -6.145  0.11
H: 2.921 -3.206 -5.134  0.10
H: 0.221 -3.143 -4.623  0.10
H: -0.121 -4.454 -3.483  0.10
H: 1.242 -4.600 -4.594  0.11
H: 2.568 -3.710 -1.188  0.06
H: 2.252 -5.080 -2.255  0.12
H: 0.933 -4.425 -1.284  0.08

For the lowest unoccupied orbital energy (alpha / beta), the calculation gives -0.478 / -0.472 hartree. Its expectation value of S² is 0.76. Its energy above the lowest of the compared OMol25 structures with the same formula, charge and spin is 0.0 kcal per mole. As for the net charge: +4. The total energy is -70628.68985 eV. The multiplicity is 2. The calculation puts the HOMO-LUMO gap (alpha / beta) at 5.4 / 5.6 eV. For the HOMO energy (alpha / beta), the calculation gives -18.400 / -18.400 eV.